1.
Density functional theory data (the ωB97M-V functional and the def2-TZVPD basis) for C42H41HfNO4P2 as an isolated structure at a distorted geometry.

Each line ends with the Löwdin charge.
Positions of all 91 atoms, in Å:
Hf  0.26411  -0.16895  1.86039  1.610
C  -1.62403  0.84791  -4.83148  -0.087
C  -1.64030  -0.45930  -4.54204  -0.150
C  -0.88779  -1.49664  -5.33011  -0.178
C  0.52494  -1.09890  -5.82292  -0.182
C  1.36896  -0.28497  -4.87963  -0.116
C  1.42162  1.05177  -4.91109  -0.112
C  0.54594  1.92039  -5.76049  -0.172
C  -0.89971  1.42662  -6.01870  -0.185
C  2.05216  0.56026  2.87837  -0.284
H  -2.22970  1.56122  -4.26292  0.107
H  -2.32332  -0.83654  -3.77437  0.086
H  -1.47288  -1.78005  -6.21976  0.128
H  -0.79231  -2.40800  -4.72998  0.101
H  1.07324  -2.03900  -6.02891  0.123
H  0.43466  -0.59663  -6.79945  0.108
H  2.03426  -0.86353  -4.23916  0.090
H  2.24484  1.59688  -4.44191  0.077
H  1.02428  2.08155  -6.74376  0.131
H  0.47933  2.91417  -5.29997  0.110
H  -1.47461  2.30328  -6.37208  0.121
H  -0.89136  0.72115  -6.86821  0.107
H  1.79485  1.56592  3.26565  0.026
H  3.05978  0.63463  2.46344  0.011
H  2.14887  -0.08824  3.77034  0.032
P  -1.45708  -0.60881  -0.03344  0.917
P  1.82318  0.08842  -0.15851  0.899
C  -0.44694  -0.76699  -1.51179  -0.267
C  0.89711  -0.58408  -1.54856  -0.257
C  -2.46268  -2.12047  0.09712  -0.380
C  -2.66143  -2.97021  -1.00167  -0.067
C  -3.39024  -4.15365  -0.84038  -0.041
C  -3.89845  -4.50549  0.41503  -0.037
C  -3.67371  -3.67153  1.51750  -0.051
C  -2.96904  -2.47859  1.36176  -0.097
C  -2.60012  0.77753  -0.36555  -0.357
C  -2.08134  2.08535  -0.40291  -0.101
C  -2.93650  3.16141  -0.64982  -0.058
C  -4.30038  2.94315  -0.87653  -0.042
C  -4.81604  1.64545  -0.80896  -0.046
C  -3.97620  0.56313  -0.54003  -0.064
C  3.32660  -0.94390  0.02077  -0.360
C  3.16103  -2.23933  0.54409  -0.110
C  4.28272  -3.00315  0.87355  -0.057
C  5.56733  -2.48823  0.67229  -0.041
C  5.73131  -1.20202  0.14452  -0.042
C  4.61772  -0.42119  -0.17144  -0.061
C  2.39819  1.77079  -0.56526  -0.364
C  2.55458  2.77685  0.40621  -0.086
C  3.00495  4.04092  0.02523  -0.049
C  3.27767  4.31728  -1.32040  -0.037
C  3.09190  3.32402  -2.28938  -0.042
C  2.65905  2.05533  -1.90815  -0.091
H  -1.00644  -0.95636  -2.43284  0.037
H  1.49156  -0.87126  -2.42479  0.062
H  -2.23330  -2.71440  -1.96983  0.096
H  -3.54598  -4.80341  -1.70131  0.121
H  -4.45848  -5.43383  0.53640  0.123
H  -4.04448  -3.95299  2.50388  0.120
H  -2.78556  -1.82672  2.22101  0.097
H  -1.01221  2.26282  -0.22930  0.093
H  -2.53540  4.17454  -0.66805  0.117
H  -4.95863  3.78571  -1.09071  0.122
H  -5.88059  1.47375  -0.96182  0.121
H  -4.37944  -0.44734  -0.46317  0.109
H  2.15763  -2.64063  0.72970  0.097
H  4.15126  -4.00074  1.29314  0.118
H  6.44213  -3.08524  0.92955  0.122
H  6.73076  -0.79750  -0.01516  0.121
H  4.73968  0.59689  -0.54728  0.111
H  2.33318  2.56811  1.45453  0.070
H  3.14248  4.82103  0.77558  0.120
H  3.62049  5.30689  -1.62199  0.122
H  3.27775  3.53227  -3.34609  0.119
H  2.49850  1.26361  -2.63881  0.072
O  -0.20097  -1.41406  3.60051  -0.141
C  -0.75098  -0.39886  4.23964  -0.479
O  -0.92720  0.65411  3.47321  -0.135
C  -0.99994  -0.37913  5.66519  -0.138
C  -1.57816  0.77418  6.21683  0.030
C  -1.59512  0.93411  7.59188  0.052
C  -1.01767  -0.06550  8.40542  -0.109
C  -0.52860  -1.27256  7.85867  0.053
C  -0.50650  -1.42553  6.47564  0.038
N  -0.81464  0.21918  9.78590  -0.300
O  -1.20875  1.32777  10.22332  0.088
O  -0.24524  -0.62330  10.51972  0.095
H  -2.01942  1.53110  5.56488  0.137
H  -2.01814  1.81753  8.05785  0.133
H  -0.16122  -2.04994  8.52686  0.135
H  -0.13142  -2.34136  6.01528  0.135

The spin multiplicity is 1. For the LUMO energy, the calculation gives -7.0938 eV. As for the net charge: +2. As for the energy: -2710.81856 Ha. For the largest force on an atom, the calculation gives 5.94 eV/Å.

2.
Density functional theory data (the ωB97M-V functional and the def2-TZVPD basis) for C42H42Cl6N2O4 as an isolated structure at a distorted geometry.

Each line ends with the Löwdin charge.
Positions of all 96 atoms, in Å:
Cl  -5.64243  -3.47836  -2.26172  0.651
C  -4.06859  -4.18845  -2.54276  -0.741
C  -3.46041  -4.81422  -1.34563  -0.571
Cl  -3.13744  -3.66260  -0.07888  0.839
H  -3.47556  -3.38918  -2.98726  -0.025
H  -4.25640  -4.86047  -3.38014  0.036
H  -2.50122  -5.24807  -1.62818  0.083
H  -4.07579  -5.54842  -0.82564  0.086
Cl  -3.36836  2.16004  -2.20220  0.769
C  -1.89214  3.18410  -2.39318  -0.566
C  -1.88991  3.99977  -3.66804  -0.648
Cl  -0.26171  4.56875  -4.10610  0.553
H  -1.06069  2.47955  -2.41316  0.055
H  -1.94275  3.91797  -1.58884  0.090
H  -2.56660  4.84629  -3.55141  0.080
H  -2.12665  3.25152  -4.42447  0.060
Cl  -2.96221  -5.39098  -5.52758  0.608
C  -2.57509  -3.66314  -5.60349  -0.625
C  -1.16913  -3.23462  -5.11663  -0.453
Cl  -0.81242  -4.06734  -3.56993  0.797
H  -3.30828  -3.09707  -5.02895  0.062
H  -2.66785  -3.22705  -6.59813  0.082
H  -0.96208  -2.19929  -4.84583  0.089
H  -0.42552  -3.55094  -5.84811  0.079
C  4.86617  0.32907  0.63133  -0.119
C  6.24963  -0.18517  1.12318  -0.190
C  7.05698  0.84807  1.97006  -0.191
C  8.01357  1.72434  1.32457  -0.254
N  8.78191  2.39024  0.81871  0.142
H  4.00715  -0.26763  0.93812  0.107
H  4.96878  0.73642  -0.37447  0.054
H  4.72878  1.17380  1.30635  0.079
H  6.93305  -0.62580  0.39731  0.109
H  6.10399  -1.05745  1.76038  0.100
H  7.69803  0.30342  2.66327  0.116
H  6.49221  1.48221  2.65343  0.115
C  5.80197  4.89442  -0.91687  -0.110
C  4.45856  4.85865  -0.43508  -0.306
C  4.10109  5.17721  1.04553  -0.130
C  2.69772  5.13802  1.33502  -0.273
N  1.54541  5.15076  1.51776  0.194
H  6.42039  4.27587  -0.26644  0.078
H  6.06571  5.93628  -0.73502  0.084
H  5.95006  4.69127  -1.97748  0.098
H  4.18413  3.81141  -0.56189  0.027
H  3.89560  5.48799  -1.12438  0.146
H  4.49150  6.18228  1.20525  0.134
H  4.53914  4.60963  1.86655  0.140
C  3.46208  2.10705  -0.47810  -0.097
C  2.54915  3.12667  -0.14705  -0.071
C  1.13890  2.88951  -0.18869  0.070
C  0.61666  1.57952  -0.65121  -0.012
C  1.56187  0.51587  -0.96071  -0.017
C  2.98563  0.84644  -0.85492  -0.031
C  1.09809  -0.81784  -1.48121  -0.235
O  1.98607  -1.60684  -1.76106  0.100
C  -0.41926  -1.06955  -1.66284  -0.132
C  -0.89995  -2.23737  -2.12951  -0.197
C  -2.22930  -2.50908  -2.30853  -0.297
C  -3.11233  -1.44765  -2.05878  -0.048
C  -2.69275  -0.20047  -1.69085  -0.128
C  -1.32567  0.01398  -1.38818  -0.153
C  -0.89404  1.30852  -0.64207  -0.296
O  -1.71021  2.05907  -0.07712  0.014
H  4.52740  2.28244  -0.45106  0.096
H  2.86455  4.01771  0.37544  -0.015
H  0.54359  3.67266  0.25708  0.083
H  3.69136  0.07695  -1.13100  0.095
H  -0.30244  -3.10897  -2.35242  -0.041
H  -2.56225  -3.51176  -2.53251  -0.054
H  -4.16939  -1.64067  -1.95029  0.059
H  -3.49779  0.47278  -1.43577  -0.001
C  -1.33415  -1.25570  0.58279  -0.131
C  -0.80251  -2.49979  1.00764  -0.062
C  -1.09502  -3.07367  2.24882  -0.043
C  -1.99240  -2.43058  3.04600  -0.079
C  -2.58343  -1.19053  2.56906  -0.055
C  -2.14888  -0.62309  1.36393  -0.004
C  -3.60823  -0.43920  3.26804  -0.209
O  -4.19938  0.60078  2.81718  0.050
C  -3.97431  -0.93470  4.71323  -0.078
C  -4.97474  -0.26605  5.45045  0.001
C  -5.42401  -0.70119  6.74871  -0.028
C  -4.81125  -1.88908  7.25830  -0.069
C  -3.89249  -2.52858  6.43825  -0.019
C  -3.33646  -2.07183  5.20669  -0.083
C  -2.34847  -2.89220  4.44691  -0.213
O  -1.74138  -3.90100  4.93632  0.053
H  -1.00052  -0.78563  -0.33053  -0.021
H  -0.21984  -2.99738  0.24652  0.107
H  -0.57251  -3.95504  2.59025  0.124
H  -2.53366  0.28145  0.91653  0.118
H  -5.24156  0.68816  5.02070  0.104
H  -6.01255  -0.08875  7.41573  0.095
H  -5.19817  -2.26505  8.19390  0.100
H  -3.60633  -3.45340  6.91701  0.110

The spin multiplicity is 1. For the LUMO energy, the calculation gives -1.4504 eV. As for the energy: -4796.60661 Ha. For the largest force on an atom, the calculation gives 8.80 eV/Å.

- What is the LUMO in the first record?
  -7.0938 eV